No. 1
2 unconnected molecules or ions with the total composition C4H12N3 at a distorted geometry. Source: the OMol25 dataset; level of theory: wB97M-V/def2-TZVPD.

Cartesian coordinates (Å):
C: -0.533 1.830 -0.539
C: -1.520 0.928 0.214
C: -2.204 -0.909 -1.118
N: -1.421 -0.455 -0.228
H: -0.755 2.870 -0.323
H: 0.469 1.584 -0.190
H: -0.639 1.653 -1.609
H: -2.563 1.261 0.113
H: -1.378 0.923 1.302
H: -3.110 -0.387 -1.413
H: -1.900 -1.841 -1.584
N: 3.000 -0.820 1.206
C: 1.689 -1.002 1.029
N: 1.119 -1.232 -0.106
H: 3.513 -0.510 0.399
H: 3.320 -0.461 2.093
H: 1.150 -0.961 1.972
H: 0.058 -0.949 -0.337
H: 1.706 -1.520 -0.880

Forces on the atoms, in the same order (eV/Å):
-0.5 -0.7 0.6
-1.3 0.0 0.8
0.5 0.1 0.7
0.8 0.2 -1.4
0.1 0.1 0.0
0.2 0.2 -0.3
0.2 0.1 0.0
0.2 0.2 -0.3
0.4 0.2 -0.2
-0.1 0.0 -0.2
-0.5 -0.2 0.0
-0.6 0.2 -0.4
0.8 0.3 0.9
-0.3 -0.1 -0.8
0.5 -0.2 -0.1
0.0 -0.3 0.0
-0.6 0.1 -0.4
0.2 -0.6 1.2
0.1 0.4 -0.1

Computed properties:
HOMO: -0.518 hartree
energy relative to the best compared isomer or geometry (same formula, charge and spin): 156.25 kJ/mol
charge: +1
Kohn-Sham gap: 10.8 eV
calculated total energy: -323.6188 a.u.

=====

No. 2
2 unconnected molecules or ions with the total composition C4H12N3. Source: the OMol25 dataset; level of theory: wB97M-V/def2-TZVPD.

Cartesian coordinates (Å):
C: 0.267 1.891 2.532
N: 1.657 0.143 -0.362
C: 1.516 0.953 0.648
N: 0.543 0.866 1.523
H: -0.631 2.446 2.274
H: 1.126 2.539 2.596
H: 0.105 1.411 3.491
H: 0.850 -0.445 -0.744
H: 2.505 0.241 -0.901
H: 2.249 1.748 0.803
H: -0.086 0.085 1.412
C: -1.941 -0.809 -1.287
C: -0.322 -2.281 -2.091
N: -0.556 -1.228 -1.451
H: -2.172 -0.731 -0.223
H: -2.656 -1.498 -1.730
H: -2.065 0.171 -1.729
H: 0.709 -2.597 -2.222
H: -1.097 -2.903 -2.540

Forces on the atoms, in the same order (eV/Å):
-0.3 -0.5 0.0
0.0 -0.1 -0.4
0.1 0.2 0.4
0.1 0.2 -0.3
0.1 0.1 -0.1
0.1 0.3 0.0
0.1 0.0 0.1
0.3 0.2 0.2
-0.2 0.0 -0.1
-0.1 -0.2 0.0
-0.2 0.0 0.1
0.1 0.0 0.2
0.3 -0.4 -0.3
-0.1 0.3 0.4
0.0 0.0 0.0
0.0 -0.1 -0.2
-0.1 0.2 -0.1
0.0 -0.1 0.0
-0.1 0.0 0.0

Computed properties:
HOMO: -0.521 hartree
energy relative to the best compared isomer or geometry (same formula, charge and spin): 124.33 kJ/mol
charge: +1
Kohn-Sham gap: 11.3 eV
calculated total energy: -323.6309 a.u.

=====

No. 3
A gas-phase ion, C4H12N3 (charge +1) at a distorted geometry. Source: the OMol25 dataset; level of theory: wB97M-V/def2-TZVPD.

Cartesian coordinates (Å):
N: -2.007 -1.543 1.270
C: -1.629 -0.388 0.599
C: -0.570 -0.151 -0.174
N: 0.392 -1.240 -0.453
C: -0.166 1.215 -0.729
C: 1.375 1.486 -0.766
N: 2.126 0.777 0.288
H: -2.944 -1.877 1.094
H: -1.388 -2.327 1.364
H: -2.257 0.479 0.780
H: 0.120 -2.094 0.017
H: 0.511 -1.430 -1.449
H: 1.350 -0.839 -0.092
H: -0.439 1.112 -1.777
H: -0.720 1.996 -0.240
H: 1.734 1.278 -1.774
H: 1.536 2.567 -0.640
H: 1.758 1.069 1.180
H: 3.120 0.956 0.250

Forces on the atoms, in the same order (eV/Å):
-0.2 0.0 -0.3
0.1 0.0 0.1
0.3 0.4 0.6
1.0 0.9 0.2
0.9 -1.9 -0.6
-0.3 1.1 0.4
-0.7 -0.9 -0.6
-0.1 0.3 0.2
0.3 0.0 -0.1
-0.2 -0.2 0.0
0.1 -0.2 0.0
-0.2 0.0 -0.1
-0.7 -0.2 -0.1
-0.3 0.8 -0.2
-0.2 0.2 0.1
0.3 -0.4 0.3
-0.2 -0.2 -0.2
0.2 0.1 0.3
0.0 0.1 0.0

Computed properties:
HOMO: -0.472 hartree
energy relative to the best compared isomer or geometry (same formula, charge and spin): 160.38 kJ/mol
charge: +1
structure (SMILES): N/C=C(\[NH3+])CCN
Kohn-Sham gap: 9.6 eV
calculated total energy: -323.6172 a.u.

=====

No. 4
A gas-phase ion, C4H12N3 (charge +1) at a distorted geometry. Source: the OMol25 dataset; level of theory: wB97M-V/def2-TZVPD.

Cartesian coordinates (Å):
N: -1.179 0.800 -2.617
C: -0.298 -0.053 -2.036
N: 0.034 -0.072 -0.795
C: 0.207 1.043 0.194
C: 1.134 0.527 1.341
C: 0.421 -0.485 2.246
N: -0.194 -1.585 1.409
H: -1.964 0.546 -3.188
H: -1.067 1.749 -2.298
H: -0.042 -0.883 -2.692
H: 0.131 -0.968 -0.223
H: 0.841 1.792 -0.292
H: -0.797 1.377 0.466
H: 2.001 0.049 0.859
H: 1.608 1.322 1.899
H: 1.123 -0.969 2.920
H: -0.426 -0.061 2.792
H: 0.164 -2.481 1.733
H: -1.196 -1.647 1.564

Forces on the atoms, in the same order (eV/Å):
2.2 1.3 1.2
-2.7 -1.2 -1.0
1.5 0.3 1.2
0.7 -0.3 -0.4
-0.8 -0.9 -0.5
-0.5 -0.7 -0.6
0.4 -0.1 0.1
0.5 -0.2 -0.6
-1.0 0.3 0.0
-0.3 -0.6 0.7
0.5 -0.1 -0.7
-0.8 0.3 -0.1
0.3 0.4 0.3
-0.3 -0.1 0.0
-0.4 0.5 0.2
0.0 0.4 0.3
0.5 0.4 0.2
0.0 0.1 -0.3
0.1 0.2 0.0

Computed properties:
HOMO: -0.515 hartree
energy relative to the best compared isomer or geometry (same formula, charge and spin): 169.36 kJ/mol
charge: +1
structure (SMILES): N/C=[NH+]\CCCN
Kohn-Sham gap: 10.2 eV
calculated total energy: -323.6138 a.u.

=====

No. 5
A gas-phase ion, C4H12N3 (charge +1) at a distorted geometry. Source: the OMol25 dataset; level of theory: wB97M-V/def2-TZVPD.

Cartesian coordinates (Å):
C: 1.357 -0.878 -2.034
C: 0.376 0.051 -1.246
N: 0.682 -0.118 0.223
C: -0.552 0.219 1.022
C: -1.017 1.596 0.823
N: -1.391 -0.908 1.160
N: -0.551 -0.448 2.338
H: 2.542 -0.693 -1.904
H: 1.138 -1.816 -1.598
H: 1.083 -0.771 -3.076
H: -0.673 -0.398 -1.409
H: 0.222 1.016 -1.624
H: 1.447 0.424 0.749
H: 0.849 -1.177 0.350
H: -0.203 2.376 0.934
H: -1.721 1.786 1.635
H: -1.569 1.583 -0.149
H: -2.367 -0.804 1.434
H: 0.347 -1.040 2.371

Forces on the atoms, in the same order (eV/Å):
1.8 2.4 0.8
-0.1 -2.9 -0.9
-0.5 -0.6 1.1
-0.1 -1.2 1.9
-0.2 0.9 0.0
1.3 -0.9 0.4
1.3 0.0 -1.4
-2.9 0.0 -0.2
0.0 -1.5 -0.3
0.2 -0.5 -0.2
1.6 0.3 0.7
0.7 1.8 0.2
-0.8 -0.8 -1.8
-0.2 1.9 -0.1
-0.9 -0.9 -0.5
-0.1 0.1 -0.2
0.5 0.7 0.7
0.3 0.6 -0.2
-1.9 0.5 0.2

Computed properties:
HOMO: -0.539 hartree
energy relative to the best compared isomer or geometry (same formula, charge and spin): 404.41 kJ/mol
charge: +1
structure (SMILES): CC[NH2+]C1(C)NN1
Kohn-Sham gap: 11.2 eV
calculated total energy: -323.5242 a.u.

=====

No. 6
A molecular structure, C4H12N3O3S at a distorted geometry. Source: the OMol25 dataset; level of theory: wB97M-V/def2-TZVPD.

Cartesian coordinates (Å):
C: -1.308 0.443 -1.564
C: 0.215 -1.757 1.276
C: -0.183 1.232 -0.827
C: 0.668 -0.824 0.163
N: -0.007 1.995 2.200
N: 0.337 0.547 0.340
N: -0.227 0.650 1.585
O: -2.556 2.019 0.647
O: -3.095 -0.439 0.821
O: -2.914 0.985 2.801
S: -2.528 0.801 1.437
H: -2.039 -0.024 -0.974
H: -1.849 1.212 -2.089
H: -0.937 -0.225 -2.267
H: 0.669 -1.584 2.180
H: -0.913 -1.587 1.470
H: 0.136 -2.767 1.078
H: 0.415 1.308 -1.739
H: -0.503 2.211 -0.586
H: 1.787 -0.938 0.009
H: 0.327 -1.296 -0.724
H: 0.772 1.809 2.855
H: -0.887 2.118 2.687

Forces on the atoms, in the same order (eV/Å):
-0.4 2.3 0.8
-3.7 1.8 -0.6
-1.3 -1.6 -1.3
2.4 -2.0 0.0
0.5 -1.1 -1.1
0.6 0.4 0.1
-2.9 1.7 0.6
-0.6 -0.1 -0.4
1.0 1.7 0.7
-0.2 0.1 1.6
1.7 -1.5 -1.5
-0.7 -0.7 0.9
-0.4 0.3 -0.6
0.9 -1.4 -1.3
1.2 0.3 2.1
1.7 0.2 -0.2
0.9 -2.3 -1.1
1.7 0.3 0.9
-0.3 0.8 0.6
-0.7 0.2 0.4
-0.9 0.2 -1.2
-0.9 0.2 -0.1
0.3 0.3 0.6

Computed properties:
HOMO (alpha / beta): -0.127 / -0.127 hartree
energy relative to the best compared isomer or geometry (same formula, charge and spin): 134.00 kJ/mol
charge: -1
Kohn-Sham gap (alpha / beta): 7.3 / 7.3 eV
calculated total energy: -947.6952 a.u.

=====

No. 7
2 unconnected molecules or ions with the total composition C4H12N4 at a distorted geometry. Source: the OMol25 dataset; level of theory: wB97M-V/def2-TZVPD.

Cartesian coordinates (Å):
C: 2.625 0.149 -1.278
C: 2.225 0.531 -0.068
N: 0.950 0.293 0.496
N: 3.989 0.380 -1.690
H: 2.055 -0.486 -1.952
H: 2.902 1.158 0.504
H: 0.249 0.863 0.020
H: 0.908 0.623 1.450
H: 4.061 0.729 -2.637
H: 4.471 -0.509 -1.642
C: -2.601 0.104 1.047
C: -2.174 -0.969 0.392
N: -3.066 -1.874 -0.250
N: -1.841 1.196 1.557
H: -3.669 0.180 1.260
H: -1.109 -1.096 0.234
H: -2.752 -2.825 -0.159
H: -3.215 -1.670 -1.227
H: -1.676 1.157 2.564
H: -2.334 2.068 1.379

Forces on the atoms, in the same order (eV/Å):
0.3 -0.3 -0.1
-0.4 0.3 -0.1
0.3 0.3 -0.6
0.1 0.2 0.3
-0.4 0.2 0.3
0.3 -0.3 0.1
-0.2 -0.4 0.1
0.0 0.0 0.2
-0.1 -0.1 0.0
0.2 0.1 -0.2
-1.1 0.1 0.6
0.7 0.8 -0.2
-0.6 -0.3 0.5
0.8 -0.2 -0.3
0.0 -0.2 -0.5
0.1 -0.1 0.0
0.1 -0.2 -0.1
0.1 0.1 0.0
-0.1 -0.2 0.0
-0.1 0.0 0.0

Computed properties:
HOMO (alpha / beta): 0.046 / -0.188 hartree
energy relative to the best compared isomer or geometry (same formula, charge and spin): 110.95 kJ/mol
spin multiplicity: 2
charge: -1
Kohn-Sham gap (alpha / beta): 2.3 / 8.6 eV
calculated total energy: -378.5137 a.u.

=====

No. 8
A single C4H12N4 molecule at a distorted geometry. Source: the OMol25 dataset; level of theory: wB97M-V/def2-TZVPD.

Cartesian coordinates (Å):
C: -0.295 -2.225 -1.580
N: -0.765 -0.830 -1.312
C: -0.967 -0.056 -2.560
N: 0.000 -0.177 -0.422
N: -0.472 -0.132 0.729
N: 0.241 0.576 1.635
C: -0.478 1.255 2.759
C: 1.616 1.049 1.363
H: -0.025 -2.920 -0.730
H: -0.887 -2.663 -2.313
H: 0.684 -2.016 -2.006
H: -1.570 0.738 -2.467
H: -1.465 -0.635 -3.388
H: 0.030 0.292 -2.865
H: 0.043 1.165 3.687
H: -1.373 0.751 3.023
H: -0.574 2.363 2.595
H: 2.333 1.102 2.233
H: 1.700 2.063 0.737
H: 2.224 0.299 0.880

Forces on the atoms, in the same order (eV/Å):
2.5 1.8 1.3
-3.8 -2.8 -1.0
2.7 -3.5 -0.6
2.5 2.0 1.6
-0.8 0.8 0.1
1.3 0.5 0.9
1.0 0.3 -1.2
0.9 1.5 -0.6
-1.2 1.2 -0.5
-1.2 -0.9 -1.0
0.6 -0.6 -0.6
-2.2 3.1 1.1
0.8 0.0 1.1
-0.1 0.1 -0.5
1.2 -0.2 0.4
-1.2 -0.2 -0.6
-0.3 -1.1 -0.2
-1.7 0.6 0.1
-0.3 -2.2 1.3
-0.6 -0.4 -1.1

Computed properties:
HOMO: -0.279 hartree
energy relative to the best compared isomer or geometry (same formula, charge and spin): 452.29 kJ/mol
charge: 0
structure (SMILES): CN(C)/N=N/N(C)C
Kohn-Sham gap: 8.6 eV
calculated total energy: -378.4660 a.u.

=====

No. 9
3 unconnected molecules or ions with the total composition C4H12N4 at a distorted geometry. Source: the OMol25 dataset; level of theory: wB97M-V/def2-TZVPD.

Cartesian coordinates (Å):
C: -1.539 -0.299 -1.030
C: 1.049 0.630 -0.509
C: 1.844 -0.543 -0.980
N: -1.407 -1.425 -0.288
H: -1.915 -1.455 0.585
H: -0.472 -1.797 -0.186
H: -2.518 0.156 -1.023
H: -0.972 -0.262 -1.945
H: 0.277 1.034 -1.272
H: 1.557 1.426 0.016
H: 2.649 -0.249 -1.667
H: 1.230 -1.264 -1.530
H: 2.325 -1.073 -0.152
C: -1.395 1.448 0.968
N: 0.319 0.062 1.439
N: -0.874 0.549 1.744
N: 1.167 -0.085 2.359
H: 1.922 -0.659 1.971
H: -2.443 1.675 1.128
H: -0.804 2.131 0.372

Forces on the atoms, in the same order (eV/Å):
-0.6 -0.1 0.0
-1.3 1.2 -1.6
0.0 -0.1 0.1
0.0 -0.6 0.3
0.1 0.0 -0.1
-0.1 0.0 0.0
0.0 0.0 -0.1
0.0 0.1 -0.1
1.8 -0.6 1.6
0.2 0.0 0.0
-0.1 0.1 0.1
0.0 0.1 0.1
0.0 0.0 0.0
0.4 -0.3 0.5
0.4 -0.6 0.0
-0.5 0.5 -0.2
-0.3 0.2 -0.3
0.0 0.1 -0.1
0.0 0.0 0.0
0.0 -0.1 -0.2

Computed properties:
HOMO (alpha / beta): -0.253 / -0.241 hartree
energy relative to the best compared isomer or geometry (same formula, charge and spin): 705.06 kJ/mol
charge: 0
Kohn-Sham gap (alpha / beta): 7.6 / 6.7 eV
calculated total energy: -378.3697 a.u.

=====

No. 10
A single C4H12N4 molecule at a distorted geometry. Source: the OMol25 dataset; level of theory: wB97M-V/def2-TZVPD.

Cartesian coordinates (Å):
C: 1.931 1.602 -0.273
N: 1.527 0.435 0.455
C: 0.878 -0.557 -0.025
N: 1.442 -1.817 0.137
N: -0.383 -0.482 -0.562
C: -1.233 -1.658 -0.554
N: -0.959 0.991 -0.290
C: -1.569 1.185 1.010
H: 1.426 2.471 0.155
H: 2.994 1.768 -0.066
H: 1.718 1.556 -1.346
H: 2.402 -1.777 0.446
H: 1.087 -2.575 -0.423
H: -2.243 -1.356 -0.835
H: -1.269 -2.170 0.415
H: -0.896 -2.375 -1.309
H: -1.682 0.970 -1.005
H: -2.132 2.122 0.975
H: -2.249 0.387 1.335
H: -0.789 1.282 1.763

Forces on the atoms, in the same order (eV/Å):
-0.6 0.6 1.0
1.1 -1.2 -0.5
1.0 0.7 1.2
-1.2 0.1 -0.1
-0.6 2.6 0.4
-0.5 0.3 0.0
0.4 -3.2 -1.6
0.1 -0.5 0.6
-0.1 0.4 -0.3
0.0 0.0 -0.4
0.1 0.0 0.1
-0.2 -0.1 -0.3
0.3 -0.2 0.3
0.0 -0.1 0.0
0.0 0.1 0.0
0.0 0.1 0.0
0.0 0.3 0.1
0.1 -0.1 -0.1
0.0 0.0 -0.1
0.1 0.0 0.0

Computed properties:
HOMO: -0.261 hartree
energy relative to the best compared isomer or geometry (same formula, charge and spin): 283.12 kJ/mol
charge: 0
structure (SMILES): C/N=C(/N)N(C)NC
Kohn-Sham gap: 7.9 eV
calculated total energy: -378.5304 a.u.

=====

- Which value of energy relative to the best compared isomer or geometry (same formula, charge and spin) does entry 2 give?
  124.33 kJ/mol